1.
The following is a DFT calculation (ωB97M-V/def2-TZVPD) of a single C3H4ClNO2S molecule in a non-equilibrium geometry.

```
12
C3H4ClNO2S, DFT ωB97M-V/def2-TZVPD
C -0.428 -0.775 -1.679
C -0.930 -0.237 -0.286
C 1.325 0.383 -0.300
N 0.195 0.187 0.373
O -1.007 -0.745 -2.699
O 0.039 2.271 -1.475
S 1.445 1.796 -1.472
Cl 1.647 0.850 -3.374
H -1.536 0.616 -0.639
H -1.522 -1.064 0.307
H 2.131 0.349 0.296
H 0.375 -0.061 1.389
```

Values from the calculation:
- highest occupied orbital energy (alpha / beta) (eV) = -7.89 / -8.08
- charge = 0
- energy relative to the best compared isomer or geometry (same formula, charge and spin) (kcal per mole) = 76.1
- LUMO energy (alpha / beta) (eV) = -0.462 / -0.830

Atomic partial charges in e from the natural (NBO) method, atoms 1 to 2:
1. C 0.54
2. C -0.36

---

2.
The following is a DFT calculation (ωB97M-V/def2-TZVPD) of 2 unconnected molecules or ions with the total composition C4H6N2 in a non-equilibrium geometry.

```
12
C4H6N2, DFT ωB97M-V/def2-TZVPD
C -0.129 1.693 -2.169
C -0.107 2.686 -1.138
N -0.081 3.512 -0.332
H 0.545 2.034 -2.954
H -1.132 1.602 -2.586
H 0.307 0.744 -1.857
C -0.122 -2.260 2.258
C 0.401 -1.640 1.022
N 0.914 -1.219 0.055
H -0.238 -3.335 2.121
H -0.996 -1.677 2.549
H 0.637 -2.140 3.031
```

Values from the calculation:
- highest occupied orbital energy (alpha / beta) (eV) = -15.93 / -15.08
- charge = +1
- energy relative to the best compared isomer or geometry (same formula, charge and spin) (kcal per mole) = 97.5
- LUMO energy (alpha / beta) (eV) = -3.978 / -11.883
- multiplicity = 2

Atomic partial charges in e from the natural (NBO) method, atoms 1 to 2:
1. C -0.76
2. C 0.53

---

3.
The following is a DFT calculation (ωB97M-V/def2-TZVPD) of 2 unconnected molecules or ions with the total composition C43H48F3N3O in a non-equilibrium geometry.

```
98
C43H48F3N3O, DFT ωB97M-V/def2-TZVPD
C -3.626 0.137 0.425
C -2.851 -1.025 0.306
C -1.454 -0.939 0.274
C -0.818 0.310 0.374
C 0.685 0.453 0.496
C 1.437 -0.745 0.917
C 2.787 -0.766 0.986
O 1.231 1.535 0.255
C -1.597 1.476 0.390
C -2.990 1.391 0.435
H -4.717 0.081 0.485
H -3.336 -2.001 0.237
H -0.850 -1.842 0.148
H 0.885 -1.655 1.177
H 3.284 -1.724 0.750
H 3.363 0.167 1.127
H -1.085 2.441 0.364
H -3.568 2.314 0.473
C 1.622 -0.950 5.770
C 2.124 -2.334 6.151
C 1.156 -3.097 7.062
C 3.522 -2.264 6.766
C 3.699 -1.635 8.002
C 4.935 -1.670 8.642
C 6.003 -2.352 8.056
C 5.859 -2.975 6.820
C 7.035 -3.693 6.166
C 7.961 -4.390 7.164
C 7.822 -2.741 5.271
C 4.621 -2.880 6.152
N 4.446 -3.547 4.887
N 4.477 -4.900 4.843
N 4.109 -5.212 3.571
C 3.716 -6.568 3.249
C 2.350 -6.900 3.175
C 1.250 -5.912 3.552
C 0.440 -6.431 4.746
C 0.360 -5.581 2.360
C 2.006 -8.189 2.763
C 2.992 -9.127 2.463
C 4.338 -8.796 2.616
C 4.717 -7.532 3.061
C 6.177 -7.181 3.284
C 6.841 -6.754 1.978
C 6.960 -8.316 3.955
C 4.070 -4.080 2.772
C 4.171 -4.161 1.333
C 5.064 -3.272 0.670
C 5.223 -3.288 -0.713
C 4.485 -4.183 -1.474
C 4.599 -4.122 -2.976
F 3.767 -5.004 -3.603
F 4.294 -2.869 -3.444
F 5.875 -4.409 -3.390
C 3.654 -5.115 -0.863
C 3.527 -5.131 0.519
C 4.192 -2.976 3.616
C 4.073 -1.619 3.368
H 2.296 -0.511 5.028
H 0.622 -1.012 5.328
H 1.590 -0.293 6.646
H 2.217 -2.918 5.231
H 1.545 -4.105 7.258
H 1.024 -2.586 8.025
H 0.179 -3.196 6.573
H 2.842 -1.147 8.472
H 5.062 -1.203 9.618
H 6.965 -2.413 8.570
H 6.588 -4.478 5.541
H 7.392 -5.043 7.835
H 8.684 -5.009 6.619
H 8.520 -3.665 7.768
H 7.161 -2.268 4.537
H 8.280 -1.950 5.879
H 8.615 -3.276 4.736
H 1.752 -4.989 3.867
H 1.105 -6.642 5.595
H -0.297 -5.684 5.069
H -0.091 -7.358 4.489
H 0.956 -5.151 1.548
H -0.135 -6.481 1.978
H -0.405 -4.851 2.645
H 0.950 -8.447 2.671
H 2.707 -10.125 2.118
H 5.111 -9.527 2.380
H 6.179 -6.324 3.973
H 6.284 -5.935 1.506
H 7.868 -6.413 2.162
H 6.869 -7.595 1.272
H 6.445 -8.652 4.864
H 7.072 -9.172 3.277
H 7.960 -7.964 4.239
H 5.640 -2.565 1.274
H 5.903 -2.588 -1.199
H 3.100 -5.824 -1.468
H 2.924 -5.908 0.986
H 4.270 -1.288 2.363
H 4.059 -0.957 4.231
```

Values from the calculation:
- highest occupied orbital energy (eV) = -6.40
- charge = 0
- LUMO energy (eV) = -0.178

Atomic partial charges in e from the Löwdin method, atoms 1 to 2:
1. C -0.08
2. C -0.08

---

4.
The following is a DFT calculation (ωB97M-V/def2-TZVPD) of a molecular structure, C61H42Br4O5P3SV in a non-equilibrium geometry.

```
117
C61H42Br4O5P3SV, DFT ωB97M-V/def2-TZVPD
V 0.554 -0.270 -0.260
O -1.813 -0.461 2.251
S -1.413 0.285 1.070
C -1.596 2.076 1.407
C -2.311 2.502 2.474
C -2.183 3.865 2.911
C -2.007 4.913 2.093
C -2.296 4.924 0.613
C -0.807 2.836 0.529
P 0.795 2.054 0.276
C 1.420 2.342 1.993
C 1.002 1.500 3.024
C 1.418 1.715 4.325
C 2.244 2.786 4.622
C 2.632 3.651 3.613
C 2.227 3.434 2.307
C 2.048 3.001 -0.660
C 2.069 4.297 -1.162
C 3.212 4.783 -1.780
C 4.345 3.998 -1.899
C 4.342 2.710 -1.386
C 3.203 2.222 -0.779
C -2.817 0.316 -0.057
C -3.983 -0.313 0.332
C -5.075 -0.312 -0.517
C -4.993 0.332 -1.741
C -3.826 0.965 -2.122
C -2.710 0.950 -1.291
P -1.176 1.815 -1.817
C -1.183 1.576 -3.623
C -1.482 0.356 -4.228
C -1.155 0.141 -5.556
C -0.539 1.136 -6.299
C -0.249 2.355 -5.706
C -0.545 2.565 -4.375
C -1.828 3.492 -1.544
C -2.765 4.065 -2.389
C -3.883 4.796 -2.046
C -4.433 4.830 -0.737
C -3.771 4.690 0.427
C -1.329 4.028 -0.217
H -2.820 1.780 3.095
H -2.151 4.019 3.984
H -1.802 5.877 2.537
H -2.115 5.945 0.245
H 0.364 0.650 2.814
H 1.098 1.038 5.106
H 2.585 2.939 5.635
H 3.259 4.500 3.844
H 2.549 4.107 1.524
H 1.218 4.952 -1.073
H 3.217 5.797 -2.155
H 5.232 4.389 -2.376
H 5.226 2.092 -1.455
H 3.186 1.214 -0.376
H -4.004 -0.808 1.292
H -5.981 -0.822 -0.231
H -5.840 0.336 -2.410
H -3.768 1.461 -3.081
H -1.982 -0.423 -3.669
H -1.373 -0.814 -6.010
H -0.277 0.960 -7.333
H 0.228 3.132 -6.286
H -0.288 3.501 -3.891
H -2.690 3.799 -3.439
H -4.521 5.133 -2.850
H -5.517 4.889 -0.695
H -4.339 4.587 1.342
H -0.474 4.678 -0.442
O -2.215 -2.210 -1.594
C -1.096 -1.829 -1.867
O -0.582 -0.732 -1.416
C -0.238 -2.566 -2.860
C -0.854 -3.500 -3.693
C -0.132 -4.125 -4.693
C 1.210 -3.818 -4.867
C 1.835 -2.913 -4.028
C 1.120 -2.283 -3.010
P 2.020 -1.201 -1.846
C 2.987 -0.189 -3.013
C 2.378 0.978 -3.463
C 3.013 1.777 -4.395
C 4.244 1.397 -4.906
C 4.849 0.230 -4.469
C 4.231 -0.559 -3.514
C 3.206 -2.347 -1.094
C 4.262 -1.804 -0.361
C 5.049 -2.619 0.432
C 4.784 -3.978 0.511
C 3.744 -4.525 -0.223
C 2.953 -3.715 -1.020
H -1.902 -3.714 -3.534
H -0.611 -4.844 -5.342
H 1.775 -4.307 -5.647
H 2.888 -2.701 -4.156
H 1.403 1.247 -3.066
H 2.543 2.690 -4.729
H 4.732 2.004 -5.654
H 5.800 -0.073 -4.883
H 4.720 -1.456 -3.163
H 4.456 -0.738 -0.409
H 5.855 -2.191 1.011
H 5.379 -4.609 1.153
H 3.527 -5.581 -0.149
H 2.121 -4.143 -1.560
Br 4.998 -2.342 4.437
C 3.532 -2.389 3.265
C 2.836 -3.570 3.036
Br 3.377 -5.134 3.928
C 1.799 -3.628 2.116
Br 0.913 -5.246 1.739
C 1.413 -2.497 1.378
O 0.556 -2.449 0.450
C 2.123 -1.276 1.664
O 1.694 -0.292 0.932
C 3.175 -1.244 2.561
Br 4.219 0.334 2.675
```

Values from the calculation:
- highest occupied orbital energy (alpha / beta) (eV) = -6.25 / -6.29
- charge = 0
- LUMO energy (alpha / beta) (eV) = -0.952 / -1.114
- multiplicity = 3

Atomic partial charges in e from the Löwdin method, atoms 1 to 2:
1. V 0.60
2. O -0.40

---

> The highest charge belongs to which entry?

C4H6N2

---

> Which value of charge does entry 2 give?

+1

---

> Number 3 is which compound?

C43H48F3N3O